# 1
DFT (ωB97M-V with the def2-TZVPD basis set) results for a molecular structure, C22H27F5NPS3V.

Element x y z (Å)
C 4.30 3.18 -0.52
H -4.90 2.00 1.67
C 2.31 2.80 1.36
C 4.43 -1.78 -0.16
H -1.42 2.03 2.92
C -0.56 2.93 0.54
H -5.27 -1.98 -0.52
H 0.20 3.44 -0.06
H -5.26 0.81 -2.96
H -3.99 -0.26 1.65
C 1.11 2.60 2.25
C -4.63 1.87 -0.48
H -1.68 0.84 1.62
H -5.59 1.40 -0.69
C -0.93 1.31 2.26
S -0.16 -1.40 0.37
F 5.80 -2.70 1.54
H 0.75 3.55 2.66
C 3.34 -1.00 -0.51
H 4.95 4.80 0.73
F 4.10 -1.71 3.45
C 4.23 4.01 0.59
H -5.48 3.41 0.78
H 5.07 3.34 -1.27
H -5.47 -0.82 -2.33
H -1.12 3.68 1.11
C 3.86 -1.47 2.16
C -3.43 -0.10 -2.20
H 1.37 1.94 3.08
C -0.20 -1.28 -1.35
H 3.49 1.48 -1.52
F 1.90 -0.22 2.67
C 4.72 -1.99 1.18
H -5.63 -1.96 1.20
H -4.66 -0.57 -3.87
S -0.52 -2.52 -2.37
V 0.88 0.66 0.09
H -1.27 2.41 -0.11
F 5.21 -2.33 -1.10
C 2.78 -0.72 1.75
H 3.12 4.51 2.35
H -2.99 -1.10 -2.15
H -3.75 3.16 1.01
C 2.42 1.90 0.29
C -3.97 -0.72 0.65
N 0.08 1.95 1.42
H -0.45 0.53 2.86
F 3.05 -0.78 -1.82
C -5.32 -1.34 0.36
H -3.21 -1.51 0.68
H -6.09 -0.59 0.20
C -4.79 -0.17 -2.87
C 3.41 2.13 -0.66
H -2.76 0.52 -2.81
C 3.22 3.83 1.51
P -3.26 0.60 -0.47
C -4.69 2.66 0.83
C 2.50 -0.41 0.43
H -4.41 2.56 -1.31
S 0.11 0.35 -1.92

Summary:
<S²> = 0.77
Gap between HOMO and LUMO (alpha / beta) = 7.14 / 7.56 eV
Multiplicity = 2
Total charge = 0
HOMO (alpha / beta) = -8.2153 / -8.2147 eV
Total energy = -3888.42990 Ha
Lowest unoccupied orbital energy (alpha / beta) = -1.1 / -0.7 eV

---

# 2
DFT (ωB97M-V with the def2-TZVPD basis set) results for a molecular structure, C22H27F6N5O6ReSSbSe2.

Element x y z (Å)
H -1.66 1.91 -0.30
O 2.85 1.31 -7.65
H 1.60 2.29 -2.23
Re -1.01 -1.04 -0.11
C 2.25 2.21 -4.28
N 2.92 1.97 -6.63
H 2.83 3.12 -4.25
F 0.26 -4.68 -1.23
F 1.89 -3.06 -2.56
C 2.75 2.17 3.00
H 0.72 -3.77 3.24
O -0.79 -0.85 -2.22
H -5.05 -3.20 0.94
C 0.84 0.57 -3.26
H 0.14 4.00 1.75
C -4.94 1.50 -1.04
C 2.79 4.66 2.90
H -5.83 -2.46 -0.46
H 0.43 3.91 3.51
Se 1.89 0.56 2.30
F 2.97 -5.24 -1.26
N -2.34 -3.48 0.77
Se -0.17 1.66 2.63
F 3.28 -2.66 -0.35
C -2.63 1.45 -0.48
F 1.67 -4.31 0.97
Sb 1.87 -3.79 -0.83
C 2.15 3.40 2.31
H 1.35 2.00 0.07
C -5.00 0.14 -0.89
N -2.55 -2.29 0.15
C -0.09 -4.46 3.48
C 0.79 -0.16 -4.45
H -3.66 3.25 -0.92
H 2.64 4.46 0.49
C -4.91 -2.90 -0.10
C -0.71 -4.13 4.83
C 1.57 1.74 -3.17
C 2.47 3.43 0.80
O 1.45 2.96 -0.05
N -2.67 0.11 -0.33
S -0.77 -1.78 2.16
H 2.61 2.21 4.07
O 2.65 4.65 4.31
H 1.48 -0.25 -6.49
H 0.04 -4.17 5.61
C -3.74 2.18 -0.82
H 2.30 5.54 2.47
O 0.33 0.45 -0.90
H 0.23 -1.09 -4.48
H 3.85 4.69 2.62
N -1.05 -4.44 2.39
H -1.14 -3.12 4.82
H -4.70 -3.81 -0.66
H -1.51 -4.83 5.08
C -1.43 -3.35 1.72
C -3.84 -0.56 -0.52
C 0.64 3.45 2.55
H 0.34 -5.46 3.49
H 3.82 2.08 2.78
H -1.41 -5.30 2.02
H 3.04 5.45 4.68
C 1.48 0.29 -5.56
C 0.10 0.05 -2.09
H -5.83 2.05 -1.33
F 0.69 -2.22 -0.38
H 3.41 2.88 0.63
C -3.77 -1.96 -0.21
H -5.92 -0.40 -1.06
C 2.19 1.47 -5.44
O 3.54 3.01 -6.51

Summary:
<S²> = 2.06
Gap between HOMO and LUMO (alpha / beta) = 6.98 / 6.28 eV
Multiplicity = 3
Total charge = 0
HOMO (alpha / beta) = -7.9584 / -7.6946 eV
Total energy = -7698.64109 Ha
Lowest unoccupied orbital energy (alpha / beta) = -1.0 / -1.4 eV
Energy above the lowest of the compared OMol25 structures with the same formula, charge and spin = 0.0 kcal per mole